The following is a quantum chemistry calculation of C54H48ClN6O2S2SbTi as an isolated structure, from the Open Molecules 2025 dataset.

Geometry as XYZ:
```
115
Properties=species:S:1:pos:R:3:forces:R:3
Ti -0.186045 0.294754 -0.892101 -0.19 0.01 0.23
O -1.906628 -0.588888 -1.115568 -0.06 -0.03 -0.17
C -2.352182 -0.705517 -2.369492 0.04 0.06 -0.04
C -3.677060 -0.382010 -2.661862 0.03 0.07 -0.04
C -4.165997 -0.448498 -3.960542 0.00 0.00 0.00
C -3.325385 -0.850809 -4.991698 0.00 0.00 0.00
C -2.012945 -1.200579 -4.710027 0.00 0.00 0.00
C -1.491447 -1.150465 -3.413741 0.00 -0.03 -0.01
C -0.165977 -1.667777 -3.124306 0.00 -0.01 -0.01
N 0.368763 -1.446023 -1.947839 0.08 -0.07 -0.02
N 1.335790 -2.138620 -1.437608 -0.02 0.00 -0.01
C 1.534313 -1.759116 -0.055509 0.07 -0.01 0.02
O 0.513673 -0.878629 0.374082 0.11 0.14 -0.15
C 1.568599 -2.975355 0.849150 -0.07 -0.01 0.03
C 1.842038 -4.243816 0.353120 -0.02 -0.01 -0.02
C 1.923973 -5.326995 1.219574 -0.01 0.02 0.04
C 1.721053 -5.156027 2.581340 0.01 0.01 -0.02
C 1.445107 -3.888187 3.079095 0.00 0.00 -0.01
C 1.377963 -2.803639 2.219350 -0.01 0.02 0.05
H -4.303813 -0.051967 -1.841068 0.00 -0.01 0.00
H -5.196635 -0.180582 -4.164642 0.00 0.00 0.00
H -3.690745 -0.897016 -6.010804 0.00 0.00 0.00
H -1.356837 -1.525552 -5.510819 0.00 0.00 0.00
H 0.283413 -2.407475 -3.780994 0.00 -0.01 0.00
H 2.005469 -4.368237 -0.707771 0.01 0.01 -0.01
H 2.160751 -6.307273 0.823144 0.00 0.00 0.00
H 1.794502 -6.001856 3.255006 0.00 0.00 0.00
H 1.306210 -3.735489 4.142532 0.00 0.00 0.00
H 1.213712 -1.807252 2.616961 -0.01 -0.07 -0.04
Cl 1.958456 2.230460 -1.316487 -0.11 0.16 -0.12
C 1.005529 1.860383 0.197962 0.05 0.01 -0.04
H 0.576967 2.812684 0.488204 -0.02 -0.02 0.04
H 1.733020 1.466047 0.901803 0.05 -0.01 -0.04
C -3.336881 2.498498 2.540293 0.01 -0.01 0.00
N -2.953481 1.113070 2.462713 -0.01 0.03 0.04
C -3.666461 0.218592 1.554538 -0.01 0.01 0.02
C -2.863566 -1.074268 1.688738 0.00 -0.09 0.07
N -1.595658 -0.605535 2.240495 -0.10 0.19 -0.12
C -1.673117 0.686375 2.640063 -0.07 -0.09 -0.04
S -0.409295 1.583176 3.261803 0.01 0.01 0.03
H -3.226765 2.981662 1.564058 0.00 -0.02 0.05
H -2.690900 2.999404 3.257375 0.00 0.00 0.01
H -4.377801 2.573402 2.862785 -0.01 0.00 0.00
H -3.628236 0.614648 0.533729 0.01 -0.01 0.02
H -4.706416 0.103166 1.865075 -0.01 0.00 0.00
H -2.709655 -1.564995 0.731019 -0.01 0.01 0.02
H -3.340744 -1.766457 2.388669 0.01 -0.01 0.01
H -0.715147 -0.943622 1.866164 0.06 -0.03 0.11
N -7.514792 7.180888 -2.369352 0.00 0.00 0.00
C -6.673158 6.432761 -2.130223 0.02 -0.01 0.00
C -5.622792 5.500979 -1.830357 -0.01 0.01 -0.01
C -5.451459 4.358243 -2.614349 0.01 -0.02 0.00
C -4.444548 3.461695 -2.319469 -0.02 0.01 0.00
C -3.575756 3.683933 -1.238486 -0.04 -0.06 -0.03
C -3.757499 4.838602 -0.464443 0.00 0.02 0.00
C -4.767917 5.734674 -0.753127 0.01 0.00 0.01
C -2.539133 2.748140 -0.963223 0.13 0.18 -0.10
C -1.617152 1.956730 -0.849569 -0.04 -0.13 0.22
H -6.114068 4.180350 -3.451393 0.00 0.00 0.00
H -4.305253 2.569678 -2.917671 0.01 0.01 0.00
H -3.085379 5.024092 0.362869 0.00 0.00 -0.01
H -4.900157 6.623596 -0.150133 0.00 0.00 0.00
C -0.969366 2.305028 -4.157424 0.00 0.00 0.00
C 0.330818 1.708065 -4.615716 -0.01 -0.01 0.02
C 0.605548 1.613311 -5.975286 0.01 -0.01 0.00
C 1.806166 1.087912 -6.423852 -0.01 0.01 0.02
C 2.741431 0.639943 -5.506512 0.01 -0.02 0.01
C 2.495120 0.686300 -4.137606 0.05 0.00 -0.01
C 3.500967 0.125464 -3.179116 0.00 0.00 -0.03
C 1.278442 1.226117 -3.693866 -0.14 0.13 -0.05
N 0.905351 1.265105 -2.329405 0.17 -0.36 0.15
H -1.449175 2.834858 -4.982094 0.00 0.00 0.00
H -0.820572 2.988898 -3.322703 0.00 0.01 0.00
H -1.659800 1.535265 -3.803289 0.01 0.01 -0.01
H -0.134519 1.967869 -6.683966 0.00 0.00 0.00
H 2.011598 1.023976 -7.486037 0.00 0.00 0.00
H 3.678232 0.214127 -5.847873 0.00 0.00 0.00
H 4.239067 -0.476812 -3.709132 0.00 0.01 0.00
H 3.021350 -0.501670 -2.428698 -0.01 0.02 -0.02
H 4.038440 0.903404 -2.631864 -0.01 -0.01 0.00
S 3.159863 -0.837545 0.186387 -0.07 0.11 -0.10
Sb 4.788841 -2.226837 1.416641 0.19 -0.03 0.05
C 4.588979 -0.573463 3.083910 -0.08 0.00 0.01
C 3.409702 0.083348 3.448295 0.02 -0.01 -0.03
C 3.296138 0.799035 4.638684 0.02 -0.02 -0.03
C 4.378713 0.887167 5.504241 0.01 -0.02 -0.01
C 5.566032 0.244133 5.170486 -0.01 0.00 0.00
C 5.652646 -0.478166 3.985718 0.02 -0.01 -0.01
C 5.054614 -3.503879 -0.539768 -0.07 -0.04 0.05
C 5.728643 -4.705161 -0.319254 -0.01 -0.04 -0.03
C 5.891911 -5.666368 -1.313747 -0.01 0.02 0.00
C 5.348954 -5.449580 -2.574187 0.01 0.01 0.02
C 4.656599 -4.268371 -2.818438 0.02 0.00 0.02
C 4.519969 -3.314331 -1.814697 0.04 0.05 -0.05
C 6.514398 -1.090064 0.703292 -0.07 0.07 -0.01
C 7.590338 -1.706485 0.064852 0.03 -0.04 0.03
C 8.665481 -0.968592 -0.415501 -0.01 -0.01 0.01
C 8.674700 0.414866 -0.290917 -0.02 -0.01 0.01
C 7.602929 1.046669 0.323866 0.00 -0.02 0.01
C 6.540234 0.299131 0.820606 0.03 0.01 -0.02
H 2.546138 0.045546 2.786555 0.07 0.01 0.05
H 2.356195 1.282462 4.882422 -0.01 0.01 0.00
H 4.298153 1.445335 6.430919 0.00 0.01 0.00
H 6.421430 0.303848 5.837454 0.00 0.00 0.00
H 6.593842 -0.979524 3.754050 -0.01 -0.01 0.01
H 6.132467 -4.913631 0.673813 -0.01 0.00 0.01
H 6.427315 -6.587873 -1.103592 0.00 0.00 0.00
H 5.453848 -6.196865 -3.353410 0.00 0.00 0.00
H 4.209530 -4.094033 -3.792470 0.00 0.00 0.00
H 3.954326 -2.413151 -2.026387 0.01 -0.06 0.03
H 7.586322 -2.781520 -0.078609 -0.01 0.04 0.00
H 9.491258 -1.476945 -0.901570 0.00 0.00 0.00
H 9.504935 0.994861 -0.678233 0.00 0.00 0.00
H 7.589072 2.127017 0.418460 0.00 0.00 0.00
H 5.716727 0.805404 1.310752 0.00 -0.01 -0.02
```
Positions in Å, forces in eV/Å.

Summary:
- Largest force on an atom: 0.430 eV/Å
- Total charge: -2
- HOMO energy: -1.72 eV
- Gap between HOMO and LUMO: 5.29 eV
- E: -4911.773697 a.u.

Here are the Löwdin charges for atoms 1 to 99, given in e: Ti 0.952; O -0.240; C -0.343; C -0.041; C -0.129; C -0.129; C -0.069; C -0.173; C -0.099; N -0.151; N 0.035; C -0.776; O -0.340; C -0.242; C -0.047; C -0.089; C -0.114; C -0.091; C -0.072; H 0.106; H 0.086; H 0.084; H 0.106; H 0.118; H 0.102; H 0.095; H 0.087; H 0.099; H 0.102; Cl 0.967; C -0.457; H -0.008; H -0.034; C -0.076; N -0.156; C -0.126; C -0.135; N 0.039; C -0.833; S 0.629; H 0.058; H 0.045; H 0.084; H 0.094; H 0.116; H 0.103; H 0.110; H 0.081; N 0.124; C -0.205; C -0.255; C -0.033; C -0.011; C -0.237; C -0.032; C -0.038; C -0.126; C -0.017; H 0.114; H 0.107; H 0.114; H 0.113; C -0.035; C -0.205; C -0.066; C -0.099; C -0.061; C -0.211; C -0.072; C -0.286; N -0.376; H 0.077; H 0.071; H 0.064; H 0.101; H 0.091; H 0.103; H 0.080; H 0.002; H 0.068; S 0.631; Sb 1.264; C -0.389; C -0.162; C -0.115; C -0.139; C -0.135; C -0.183; C -0.373; C -0.203; C -0.134; C -0.139; C -0.112; C -0.146; C -0.363; C -0.132; C -0.115; C -0.128; C -0.108

***

The following is a quantum chemistry calculation of C54H48IN4O3P2RbS2 as an isolated structure, from the Open Molecules 2025 dataset.

Geometry as XYZ:
```
115
Properties=species:S:1:pos:R:3:forces:R:3
Rb -1.497342 -1.764475 -0.033929 -0.18 0.18 0.57
C -4.621834 0.929674 0.909859 0.58 -0.17 -1.49
C -3.946171 1.009254 2.201582 -0.06 0.55 1.22
N -4.048118 2.155722 2.853582 -0.11 0.05 -1.40
C -3.555943 2.275624 4.059152 0.79 -1.31 1.64
C -2.985719 1.198180 4.747834 0.45 -0.15 -1.46
C -2.597614 1.305327 6.163827 0.36 -0.81 0.18
O -3.417514 0.357483 6.906308 0.08 0.95 0.33
C -2.720677 0.007228 4.052307 -0.90 0.22 -1.28
C -2.001472 -1.044945 4.742605 1.10 -1.69 -0.87
N -1.065026 -1.793006 4.232700 -1.41 1.87 -1.18
C -0.292472 -2.678786 4.957424 0.16 1.09 -0.07
C -0.508662 -2.874393 6.299194 -0.40 -1.51 0.86
C 0.295439 -3.808825 6.956175 -0.36 0.80 0.65
C 1.484899 -4.263977 6.388493 -0.09 -0.97 0.22
C 1.816631 -3.954317 5.062884 -1.79 0.96 0.85
C 0.872195 -3.183714 4.364113 1.01 -0.04 -0.26
I 1.440086 -2.413216 2.459177 -0.14 -0.33 0.36
C -3.312797 -0.163946 2.724587 0.61 0.07 1.44
O -3.357423 -1.269498 2.121693 0.41 -0.45 -0.79
H -5.087369 -0.055930 0.839597 -0.13 0.12 -0.30
H -3.827057 1.000934 0.096736 -1.08 -0.04 0.54
H -5.342495 1.750893 0.843040 0.19 -0.24 -0.28
H -3.581299 3.230269 4.531159 -0.32 0.72 0.36
H -2.740678 2.340584 6.404259 -0.24 0.51 0.91
H -1.544760 1.031047 6.348577 -0.23 0.22 -0.14
H -3.644957 0.772345 7.745971 0.00 -0.14 -0.05
H -2.343943 -1.208117 5.743680 0.07 0.13 0.85
H -1.388581 -2.391559 6.774942 0.86 -0.64 -0.19
H -0.025907 -4.092478 7.966578 0.57 0.03 -0.32
H 2.105354 -4.942907 6.995473 -0.15 0.45 -0.48
H 2.765891 -4.201911 4.657600 0.49 -0.31 -0.43
O -0.693276 0.673806 -1.057269 0.71 1.03 -2.10
S 0.098426 1.078289 -2.323287 -0.64 -0.07 1.05
C -1.225101 1.346360 -3.597331 -0.59 1.55 0.48
C -2.282491 2.142607 -3.150705 -0.69 -0.15 1.29
C -3.523129 2.186594 -3.825373 0.68 1.40 0.83
C -3.676280 1.533100 -5.036969 -1.07 0.30 0.84
C -2.627235 0.778798 -5.484713 0.58 0.26 -0.38
C -1.372060 0.777357 -4.867796 -0.01 -0.36 0.13
P -0.093865 0.153065 -5.971761 -0.50 -0.36 -0.78
C 0.859694 -0.811619 -4.845529 1.31 -0.22 0.78
C 2.210058 -0.538499 -4.620495 -0.17 -0.34 0.69
C 2.983940 -1.453846 -3.906356 -0.81 -0.06 -0.74
C 2.401483 -2.638149 -3.478176 -0.16 -0.46 0.74
C 1.025479 -2.873343 -3.602001 0.13 -0.02 0.20
C 0.263909 -1.938120 -4.255545 0.06 0.38 -1.02
C 0.891223 1.624745 -6.377120 0.52 -0.68 -0.38
C 0.301729 2.855360 -6.402620 -1.18 2.38 0.58
C 0.943237 4.026936 -6.843435 0.89 -0.91 -0.29
C 2.208704 3.950533 -7.486064 -1.94 0.22 0.78
C 2.699389 2.690128 -7.601059 0.52 -2.74 -0.32
C 2.120703 1.533980 -7.022399 0.08 0.95 -0.37
C 0.960897 2.737247 -2.051116 0.68 -0.01 -0.60
C 0.892493 3.912487 -2.828846 -2.36 -0.46 -0.12
C 1.849070 4.924150 -2.800167 -0.82 -0.39 -0.36
C 3.020898 4.666678 -2.164008 0.92 -2.16 1.68
C 3.096750 3.550856 -1.249872 -0.15 1.26 -1.14
C 2.073902 2.596793 -1.181350 0.55 1.43 -0.43
P 2.177903 1.340666 0.099475 -1.17 -1.16 1.23
C 2.136223 2.390015 1.615567 -2.06 -0.56 -0.62
C 0.812968 2.403234 2.139577 1.34 1.13 -0.19
C 0.485748 3.241100 3.177468 0.16 0.64 1.02
C 1.471830 4.169197 3.655811 -0.14 -0.63 -0.86
C 2.748334 4.221776 3.072928 -0.28 -0.67 -0.57
C 3.101203 3.236888 2.086007 -1.57 1.17 2.16
C 3.847969 0.789170 0.078418 1.15 -0.21 0.30
C 4.536193 0.552358 1.265209 0.76 0.01 0.17
C 5.879396 0.157105 1.245605 -0.22 0.49 -0.12
C 6.523289 -0.050368 0.025849 0.63 -0.55 0.35
C 5.797855 0.091767 -1.167989 1.53 -0.09 -0.44
C 4.490602 0.509081 -1.115045 -0.65 -0.17 -1.43
H -2.187505 2.678126 -2.163345 -0.14 -0.71 -1.11
H -4.283200 2.848827 -3.361212 0.36 -0.66 -0.64
H -4.608359 1.613617 -5.604633 0.32 -0.20 0.28
H -2.746949 0.222896 -6.395303 0.18 -0.05 -0.41
H 2.657344 0.416434 -4.891693 -0.15 -0.32 -0.23
H 4.024470 -1.217686 -3.823818 0.49 -0.27 0.44
H 2.962712 -3.400669 -2.959560 0.37 0.05 -0.01
H 0.520988 -3.777843 -3.226545 0.60 0.42 -0.07
H -0.785353 -2.115108 -4.441635 -0.21 -0.06 0.08
H -0.737279 2.981017 -6.040704 0.72 -0.10 -0.05
H 0.435104 4.953367 -6.691728 -0.22 0.53 -0.14
H 2.718364 4.778210 -7.957899 -0.18 0.18 0.15
H 3.483734 2.427125 -8.291903 0.68 0.49 0.14
H 2.604200 0.575413 -7.165050 0.02 0.06 -0.07
H -0.015566 4.120804 -3.451651 0.85 -0.51 0.58
H 1.627404 5.869809 -3.287206 0.31 -0.29 -0.31
H 3.936656 5.155748 -2.412669 0.28 0.94 0.40
H 3.978916 3.496901 -0.584027 -0.59 -0.22 -0.59
H 0.064289 1.849650 1.632011 -0.61 -0.76 -0.10
H -0.543056 3.155478 3.606634 1.05 0.38 -0.27
H 1.244027 4.843288 4.471762 -0.15 0.07 -0.11
H 3.452510 5.046423 3.310655 -0.42 -0.93 0.17
H 4.097695 2.995413 1.916506 1.79 0.37 -0.91
H 4.084055 0.725782 2.234464 -0.17 0.02 -0.13
H 6.425561 0.161139 2.198284 -0.18 -0.41 -0.51
H 7.586091 -0.392421 0.067547 -0.99 0.49 -0.39
H 6.314560 -0.031072 -2.159470 -0.66 -0.08 1.15
H 3.912628 0.567997 -2.062318 0.48 0.23 0.67
C -1.523440 -6.042979 2.377558 -1.33 1.72 -0.44
N -2.828353 -5.794805 1.735501 0.49 -0.02 -1.07
C -4.069567 -6.058283 2.449196 1.45 -1.08 1.34
C -5.104737 -5.655083 1.479489 -1.80 -0.56 -0.76
N -4.380722 -5.311242 0.286100 0.06 0.84 -1.66
C -3.054684 -5.371859 0.423034 1.04 -0.31 2.41
S -1.857640 -4.947188 -0.697193 -0.56 -0.44 0.22
H -1.610871 -5.796567 3.450320 0.11 -0.27 -0.49
H -0.839280 -5.354387 1.901905 0.42 0.13 0.08
H -1.202832 -7.030732 2.180098 0.38 -1.19 0.12
H -4.111347 -5.441136 3.333294 0.09 0.33 0.40
H -4.147628 -7.120863 2.847660 0.14 0.97 -0.83
H -5.738966 -4.873231 1.890146 0.03 0.32 -0.35
H -5.721889 -6.505403 1.233059 -0.59 -0.21 0.06
H -4.774759 -5.041722 -0.620414 0.16 -0.20 0.92
```
Positions in Å, forces in eV/Å.

Summary:
- Largest force on an atom: 2.913 eV/Å
- Total charge: 0
- HOMO energy: -6.07 eV
- Gap between HOMO and LUMO: 5.87 eV
- E: -4332.020402 a.u.

Here are the Löwdin charges for atoms 1 to 99, given in e: Rb 0.573; C -0.047; C -0.305; N 0.094; C -0.154; C -0.191; C -0.202; O -0.068; C -0.065; C -0.062; N 0.078; C -0.376; C -0.026; C -0.089; C -0.104; C -0.147; C -0.588; I 0.882; C -0.377; O -0.179; H 0.072; H 0.092; H 0.078; H 0.089; H 0.106; H 0.126; H 0.082; H 0.088; H 0.120; H 0.105; H 0.105; H 0.077; O -0.700; S 0.996; C -0.324; C -0.084; C -0.055; C -0.075; C -0.121; C -0.393; P 1.099; C -0.435; C -0.108; C -0.077; C -0.067; C -0.070; C -0.111; C -0.385; C -0.114; C -0.057; C -0.077; C -0.101; C -0.098; C -0.292; C -0.074; C -0.090; C -0.055; C -0.048; C -0.386; P 1.082; C -0.346; C -0.097; C -0.057; C -0.072; C -0.059; C -0.100; C -0.416; C -0.107; C -0.081; C -0.095; C -0.094; C -0.122; H 0.135; H 0.121; H 0.117; H 0.090; H 0.096; H 0.094; H 0.103; H 0.116; H 0.109; H 0.111; H 0.091; H 0.103; H 0.101; H 0.105; H 0.116; H 0.114; H 0.099; H 0.118; H 0.080; H 0.112; H 0.092; H 0.107; H 0.073; H 0.103; H 0.109; H 0.111; H 0.118